Computed, not measured: a structure of composition C15H15BrFeN4O4S4Sb, with ωB97M-V with the def2-TZVPD basis set.

LUMO (spin up / spin down) = 0.13226 / 0.13226 hartree
<S²> = 0.84
HOMO (spin up / spin down) = -1.12 / -1.22 eV
charge = -2
2S+1 = 2

Each line ends with the Löwdin spin population.
Positions of all 45 atoms, in Å:
Fe: 0.28069 -1.15216 -0.99738  1.240
N: -0.19185 -2.29206 2.82232  0.001
C: 0.06352 -2.25587 1.50864  0.000
O: 0.60150 -1.25628 1.00706  0.006
C: -0.23737 -3.42486 0.63792  -0.011
C: -0.66237 -2.88771 -0.72826  -0.080
H: -0.10402 -1.43658 3.34228  0.000
H: -0.73907 -3.04151 3.19915  0.000
H: -0.95449 -4.09893 1.12207  -0.003
H: 0.71275 -3.97282 0.56094  0.000
H: -1.73286 -2.66383 -0.71862  -0.003
H: -0.46088 -3.62234 -1.50496  -0.003
S: 3.54679 -2.48903 2.18133  0.001
Sb: 4.00874 -3.53343 0.17391  0.002
S: 2.38328 -1.77045 -1.71288  -0.088
S: 0.84603 -1.77845 -3.08088  -0.066
S: 3.03746 -5.60005 0.08007  0.002
N: 4.22020 0.78553 2.09509  0.000
C: 3.95307 1.96522 1.48157  0.000
O: 4.53673 3.00584 1.77568  0.000
C: 2.87677 1.95403 0.43473  0.000
C: 2.61410 3.10238 -0.30867  0.000
C: 1.64734 3.05490 -1.29846  0.000
C: 0.96924 1.85805 -1.51834  0.001
N: 1.21892 0.76823 -0.80495  0.002
C: 2.14650 0.81776 0.14964  -0.001
H: 5.02702 0.77671 2.69504  0.000
H: 3.92008 -0.11638 1.73220  0.000
H: 3.17885 4.00088 -0.09622  0.000
H: 1.41781 3.92248 -1.90268  0.000
H: 0.21548 1.75416 -2.28942  0.000
H: 2.27939 -0.11374 0.68387  0.000
Br: -4.59383 3.37159 -3.67446  0.000
C: -4.47228 2.49255 -1.99078  0.000
C: -5.42668 2.75855 -1.02408  0.000
N: -5.40258 2.18119 0.17484  0.000
C: -4.41306 1.32351 0.42580  0.000
C: -3.41435 0.99928 -0.48486  -0.001
C: -3.44750 1.60278 -1.73439  0.000
C: -2.31162 0.00789 -0.10736  0.000
O: -2.35515 -0.48491 1.01933  -0.001
O: -1.47524 -0.18285 -1.03920  0.004
H: -6.23162 3.45653 -1.22563  0.000
H: -4.39030 0.85449 1.40120  0.000
H: -2.68513 1.35971 -2.46218  0.000

***

Computed, not measured: the ion C7H12N with charge +1, with ωB97M-V with the def2-TZVPD basis set.

LUMO = -0.12467 hartree
HOMO = -13.29 eV
charge = +1
SMILES = C=C[C@@]1([NH3+])CC12CC2

Each line ends with the Mulliken charge.
Positions of all 20 atoms, in Å:
C: -0.15893 0.74572 -2.63756  -0.892
C: -0.88865 0.51063 -1.54281  -0.402
C: -0.44912 -1.94201 1.02251  -0.555
C: 0.90458 -1.44587 1.43192  -0.686
C: -0.88118 0.71427 1.16768  -0.607
C: -0.34690 0.65801 -0.14943  0.445
C: -0.23215 -0.56141 0.96585  0.368
N: 1.02572 1.22301 -0.17807  -0.245
H: -0.76074 0.47862 -3.59880  0.224
H: 0.82486 0.99216 -2.74571  0.366
H: -2.00480 0.21456 -1.46295  0.319
H: -0.54083 -2.47937 0.10058  0.260
H: -0.98562 -2.26928 1.86777  0.260
H: 1.18711 -1.36674 2.53710  0.235
H: 1.73065 -1.66475 0.70996  0.301
H: -0.37965 1.55348 1.70853  0.223
H: -1.96891 0.68623 1.31211  0.286
H: 1.46363 1.00282 0.67584  0.411
H: 0.92060 2.25416 -0.22300  0.356
H: 1.54033 0.69577 -0.96151  0.332

***

Computed, not measured: an isolated molecule of C3H6N2O, with ωB97M-V with the def2-TZVPD basis set.

LUMO = 0.01720 hartree
HOMO = -9.46 eV
SMILES = [H]/N=C(/C=O)NC

Each line ends with the Mulliken charge.
Positions of all 12 atoms, in Å:
C: 1.50605 0.27597 -0.15848  -0.767
N: 0.49220 -0.72621 0.17104  -0.277
C: -0.86037 -0.43796 0.12754  0.592
N: -1.82942 -1.14290 0.56557  -0.663
C: -1.20897 0.88827 -0.51154  -0.071
O: -0.82330 1.93215 -0.04199  -0.471
H: 1.92965 0.12978 -1.15843  0.235
H: 2.29812 0.24813 0.59189  0.307
H: 1.05220 1.25884 -0.11663  0.313
H: 0.72095 -1.27760 0.98242  0.260
H: -1.48836 -2.00660 0.99642  0.220
H: -1.78874 0.85813 -1.44781  0.324

***

Computed, not measured: the ion C5H13N2OS with charge +1, with ωB97M-V with the def2-TZVPD basis set.

LUMO = -0.12260 hartree
HOMO = -14.10 eV
charge = +1

Each line ends with the Mulliken charge.
Positions of all 22 atoms, in Å:
C: -2.77153 -1.72139 1.53183  -0.728
O: -2.47520 -0.57804 0.71721  -0.296
C: -1.12228 -0.29881 0.67630  -0.650
S: -0.95977 0.97119 -0.61575  0.324
N: -0.53467 0.00214 -1.94337  -0.515
C: 0.62273 1.71136 -0.17757  -0.988
C: 1.76601 0.73403 0.08227  0.898
C: 2.63928 0.33016 -1.06949  -1.314
N: 1.86110 0.36039 1.28884  -0.582
H: -2.36553 -2.62515 1.07130  0.326
H: -2.35642 -1.59675 2.53410  0.341
H: -3.85269 -1.78365 1.58860  0.257
H: -0.70373 0.13520 1.59088  0.528
H: -0.50634 -1.15162 0.36222  0.447
H: -1.23236 -0.73892 -2.02107  0.328
H: -0.62287 0.56411 -2.79008  0.293
H: 0.84093 2.43575 -0.96382  0.497
H: 0.37994 2.25140 0.74039  0.488
H: 2.19877 -0.52102 -1.59071  0.302
H: 2.75209 1.13425 -1.79650  0.353
H: 3.62708 0.04603 -0.70938  0.422
H: 2.65414 -0.26674 1.43360  0.269

***

Q: Which energy relative to the best compared isomer or geometry (same formula, charge and spin) values were calculated for the entries above? A: 1.011, 3.869, 1.886, 0.794, in eV.